--- a ---
ORCA calculation (ωB97M-V with the def2-TZVPD basis set) on H24HeO12 as an isolated structure.

Properties
**LUMO level**: -0.25 eV
**HOMO level**: -10.39 eV
**HOMO-LUMO gap**: 10.139 eV

Last column: Löwdin charge in e.
Atoms and positions in Å:
H: 13.040 -1.728 3.089  -0.02
H: 11.858 -0.782 3.125  0.01
H: 11.398 1.461 2.209  -0.03
O: 13.549 -0.414 0.479  -0.07
H: 13.717 -2.258 -1.803  0.07
H: 10.738 -1.412 -2.088  0.00
H: 12.319 -5.016 2.110  -0.02
O: 11.805 -5.548 1.502  -0.06
O: 7.546 -1.637 -1.449  -0.03
H: 9.167 -0.191 2.642  0.06
H: 11.089 -4.813 -1.504  0.01
H: 13.205 -3.514 -1.130  0.05
H: 10.858 0.508 -0.977  -0.02
O: 9.935 0.334 2.414  -0.06
O: 10.151 -4.769 -1.690  -0.07
H: 13.821 -3.785 3.744  0.08
H: 14.085 -3.673 2.257  0.07
O: 10.089 -2.031 -2.421  -0.06
H: 13.397 -1.298 0.143  -0.04
O: 13.304 -2.571 -0.998  -0.04
H: 10.895 -5.327 1.700  0.03
H: 6.643 -1.387 -1.646  0.08
O: 13.413 -3.516 2.921  -0.02
H: 7.464 -2.413 -0.894  0.08
H: 13.386 -0.483 1.419  0.00
H: 10.025 -3.908 -2.088  -0.02
O: 12.807 -0.813 3.249  -0.05
O: 11.670 0.287 -1.432  -0.07
H: 9.304 -1.860 -1.901  -0.02
O: 9.121 0.488 -0.260  -0.04
He: 10.877 -1.755 0.553  0.16
O: 12.084 2.043 1.881  -0.04
H: 11.637 2.874 1.721  0.03
H: 8.834 1.178 -0.858  0.08
H: 9.826 0.527 1.483  -0.01
H: 12.274 0.032 -0.735  -0.03
H: 8.581 -0.269 -0.491  0.02

--- b ---
ORCA calculation (ωB97M-V with the def2-TZVPD basis set) on H24HeO12 as an isolated structure.

Properties
**LUMO level**: -0.44 eV
**HOMO level**: -9.88 eV
**HOMO-LUMO gap**: 9.441 eV

Last column: Löwdin charge in e.
Atoms and positions in Å:
H: -3.883 0.111 -0.815  0.07
H: 2.910 -1.939 -0.491  0.08
O: -1.805 -3.457 2.190  -0.06
O: -3.061 -0.286 -0.526  -0.03
H: -2.692 2.146 -3.213  0.04
H: 0.521 -1.541 1.743  -0.05
H: -0.665 2.318 0.956  -0.04
H: -0.384 -0.401 3.723  0.06
H: 2.665 -0.140 1.023  0.00
O: 0.756 -2.467 1.679  -0.08
H: -2.522 1.245 -2.008  -0.01
H: 0.891 0.299 3.303  0.05
O: 2.192 2.572 -2.303  -0.06
O: 0.408 1.888 -0.323  -0.09
H: 0.056 0.897 -2.911  0.06
O: 2.475 0.797 1.074  -0.03
H: -0.553 1.934 2.416  -0.03
H: 1.624 -2.466 1.277  -0.01
O: -1.845 -1.903 -2.245  -0.08
H: 1.117 -0.157 -2.672  0.07
O: 0.235 0.104 -2.405  -0.04
H: 3.700 -2.707 0.548  0.08
H: -2.282 -1.388 -1.567  -0.05
H: -1.051 -1.408 -2.447  -0.03
O: 3.169 -1.919 0.430  -0.03
H: 3.313 1.221 0.891  0.07
O: -1.036 2.505 1.818  -0.08
H: 0.100 1.294 -1.008  -0.01
H: -2.246 -2.612 2.099  0.01
H: -0.907 -3.291 1.903  -0.02
He: -0.173 -0.438 0.568  0.23
H: 1.998 3.476 -2.550  0.04
H: 1.644 2.410 -1.535  -0.03
O: -2.496 2.163 -2.276  -0.03
O: -0.035 0.212 3.077  -0.06
H: 1.051 1.376 0.167  -0.01
H: -3.189 -0.449 0.409  0.07

The structure with the greatest stability is a.

--- a ---
ORCA calculation (ωB97M-V with the def2-TZVPD basis set) on H24HeO12 as an isolated structure.

Properties
**LUMO level**: -0.40 eV
**HOMO level**: -10.35 eV
**HOMO-LUMO gap**: 9.943 eV

Last column: Löwdin charge in e.
Atoms and positions in Å:
O: -2.284 -3.159 4.902  -0.08
H: -1.269 -7.429 5.987  -0.01
H: 1.692 -4.065 2.066  0.03
H: -5.018 -3.456 4.502  0.05
O: -0.550 -7.221 6.583  -0.05
H: -3.354 -6.029 1.287  0.00
H: -0.032 -5.654 5.086  -0.04
O: -3.326 -8.352 5.683  -0.04
H: -3.248 -8.723 3.682  -0.03
H: -3.454 -8.316 2.239  -0.03
H: -0.452 -6.990 2.980  0.01
H: -3.962 -7.779 6.111  0.05
O: 1.096 -4.680 1.637  -0.05
O: -3.208 -4.452 7.226  -0.03
H: 0.691 -5.163 2.357  -0.02
O: -3.015 -4.533 2.320  -0.07
H: -1.419 -3.568 4.874  -0.01
H: -5.941 -4.566 4.958  0.05
O: 0.009 -4.755 5.411  -0.08
O: 0.179 -6.789 3.671  -0.06
H: -0.142 -4.833 6.353  0.03
O: -0.736 -7.959 1.232  -0.04
O: -3.370 -6.905 0.901  -0.05
O: -3.488 -9.073 2.824  -0.06
H: -2.445 -3.764 2.364  0.05
H: -3.418 -4.582 3.187  -0.03
He: -2.348 -6.059 4.391  0.21
H: -2.604 -5.065 7.645  0.03
H: -3.246 -9.103 6.271  0.06
H: -1.428 -7.390 0.895  0.01
H: -0.973 -7.078 7.430  0.03
H: -2.821 -3.768 5.410  -0.04
H: 0.967 -7.273 3.424  0.07
H: -4.064 -4.874 7.293  0.04
H: 0.047 -7.698 0.746  0.05
O: -5.023 -4.376 4.767  -0.04
H: -4.286 -7.046 0.662  0.07

--- b ---
ORCA calculation (ωB97M-V with the def2-TZVPD basis set) on H24HeO12 as an isolated structure.

Properties
**LUMO level**: 0.06 eV
**HOMO level**: -10.53 eV
**HOMO-LUMO gap**: 10.596 eV

Last column: Löwdin charge in e.
Atoms and positions in Å:
O: -0.207 -10.945 15.120  -0.05
H: 2.256 -7.495 17.828  0.03
H: 2.802 -12.057 15.898  0.02
O: -2.343 -14.956 17.809  -0.05
He: 0.763 -11.994 18.314  0.17
O: -1.494 -13.072 19.645  -0.05
H: -2.655 -14.282 17.205  0.04
H: 0.052 -10.442 20.747  0.01
O: 3.447 -12.170 17.937  -0.06
H: 2.847 -9.411 20.323  0.07
H: 3.169 -12.699 18.685  -0.02
H: 1.823 -11.376 21.512  -0.01
H: -0.830 -14.702 16.601  -0.03
H: 1.744 -8.734 21.109  0.08
O: 2.203 -12.209 15.167  -0.04
O: -1.423 -10.645 17.844  -0.07
H: -2.337 -10.663 17.562  0.04
H: -0.690 -11.761 20.769  -0.01
H: -2.122 -14.479 18.608  -0.01
O: 0.001 -14.687 16.126  -0.05
H: 0.616 -11.389 14.916  -0.02
H: 1.746 -8.567 18.767  -0.04
H: -0.921 -10.780 17.040  -0.01
H: 4.005 -11.492 18.317  0.04
H: -2.285 -13.253 20.152  0.07
O: 2.564 -11.866 21.869  -0.05
O: 2.756 -14.043 20.119  -0.05
H: -0.693 -10.949 14.295  0.05
H: -1.711 -12.293 19.132  0.01
O: 1.535 -8.112 17.952  -0.06
H: 1.971 -14.545 20.340  0.05
O: -0.218 -11.149 21.333  -0.05
H: 2.671 -13.232 20.621  -0.03
H: 2.173 -12.458 22.512  0.06
H: 0.112 -13.772 15.866  0.00
O: 1.895 -9.371 20.411  -0.03
H: 2.644 -12.867 14.629  0.06

The structure with the greatest stability is b.

--- a ---
ORCA calculation (ωB97M-V with the def2-TZVPD basis set) on a 2-piece molecular cluster, C3H13N2Si overall.

Properties
**LUMO level**: -4.69 eV
**HOMO level**: -14.83 eV
**HOMO-LUMO gap**: 10.137 eV
**Total charge**: +1

Last column: Löwdin charge in e.
Atoms and positions in Å:
H: -2.709 -0.679 -2.247  0.02
H: -0.092 -1.726 -0.012  0.05
H: -2.729 -1.668 -0.951  0.07
H: -1.543 0.660 -0.527  0.03
H: 3.030 0.398 0.968  0.04
C: 0.979 -1.323 -0.144  -0.19
H: 1.133 0.739 -2.001  0.00
H: -0.295 1.407 1.987  0.11
H: 1.245 -2.069 -0.808  0.01
N: -0.937 1.182 1.289  0.19
H: -1.327 -1.068 -1.464  0.07
H: 2.058 1.853 1.275  0.04
Si: 1.014 0.544 -0.558  0.66
H: 1.650 -1.435 0.693  0.03
N: -2.396 -0.745 -1.316  0.00
H: 3.155 1.671 -0.085  0.00
H: -1.966 1.087 1.541  0.19
C: -0.684 0.933 0.073  -0.16
C: 2.454 1.176 0.493  -0.17

--- b ---
ORCA calculation (ωB97M-V with the def2-TZVPD basis set) on C3H13N2Si as an isolated structure.

Properties
**LUMO level**: -4.66 eV
**HOMO level**: -14.26 eV
**HOMO-LUMO gap**: 9.604 eV
**Total charge**: +1

Last column: Löwdin charge in e.
Atoms and positions in Å:
H: 0.451 -1.217 1.501  0.15
H: 2.042 -2.105 -0.213  0.14
H: 0.159 1.434 1.191  0.16
H: 1.893 1.194 -1.117  0.04
H: -1.727 -0.668 -1.712  -0.05
C: 0.778 -0.660 0.599  -0.23
C: 1.007 0.833 0.628  -0.22
N: 1.809 -1.134 -0.126  0.13
H: -3.532 0.573 0.548  0.07
H: -1.944 0.599 1.129  0.00
H: 2.160 -0.533 -0.800  0.08
C: 1.014 1.439 -0.699  -0.09
H: -2.341 -2.477 -0.095  -0.03
H: 0.156 1.168 -1.301  0.09
H: 1.899 1.000 1.133  0.11
N: -2.609 0.140 0.569  -0.11
H: -0.341 -0.986 -0.093  -0.03
H: 1.045 2.481 -0.783  0.09
Si: -1.917 -1.079 -0.361  0.70

The structure with the greatest stability is a.

--- a ---
ORCA calculation (ωB97M-V with the def2-TZVPD basis set) on a 2-piece molecular cluster, C4H6F2O overall.

Properties
**LUMO level**: 0.68 eV
**HOMO level**: -8.59 eV
**HOMO-LUMO gap**: 9.268 eV

Last column: Löwdin charge in e.
Atoms and positions in Å:
C: -0.328 -1.431 0.542  -0.16
H: -0.628 -3.429 -0.249  0.03
O: -0.996 -0.736 1.430  0.05
H: -0.937 -2.027 -1.114  0.09
F: 3.022 2.463 -0.722  0.08
F: 0.412 3.615 -1.237  0.01
H: -1.843 -0.929 1.631  0.03
H: 1.884 1.167 0.382  0.09
C: 0.706 2.507 -0.521  -0.13
C: 1.910 2.045 -0.207  -0.18
H: -2.028 -2.703 0.284  0.09
C: -1.024 -2.512 -0.140  -0.11
H: -0.151 1.971 -0.079  0.11

--- b ---
ORCA calculation (ωB97M-V with the def2-TZVPD basis set) on a 2-piece molecular cluster, C4H6F2O overall.

Properties
**LUMO level**: 0.40 eV
**HOMO level**: -8.99 eV
**HOMO-LUMO gap**: 9.390 eV

Last column: Löwdin charge in e.
Atoms and positions in Å:
C: -0.924 0.424 0.435  -0.23
O: 3.144 0.168 -1.404  -0.07
H: -3.040 0.690 0.666  0.08
F: -0.790 0.094 1.737  0.02
H: 2.949 -0.998 -2.818  0.00
C: 2.664 -1.044 -1.771  0.06
C: 0.019 -0.169 -0.386  -0.13
C: -2.282 1.080 -0.006  0.01
H: 3.120 0.507 -0.527  0.07
H: -2.482 0.750 -1.010  0.07
H: -2.329 2.098 0.101  0.04
F: -0.087 0.076 -1.651  0.04
H: 0.794 -0.767 -0.216  0.04

The structure with the greatest stability is a.

--- a ---
ORCA calculation (ωB97M-V with the def2-TZVPD basis set) on one molecule with the formula C3H2N2O3.

Properties
**LUMO level**: -0.97 eV
**HOMO level**: -10.22 eV
**HOMO-LUMO gap**: 9.252 eV
**SMILES**: O=C1N=CN(O)C1=O

Last column: Löwdin charge in e.
Atoms and positions in Å:
O: 0.617 1.466 -1.653  0.07
C: -0.268 -0.479 -0.520  -0.33
C: 0.410 1.245 0.658  -0.05
H: 1.429 1.396 -2.100  0.10
C: -0.372 -0.621 1.013  -0.35
O: -0.614 -1.348 -1.322  0.14
N: -0.089 0.628 1.637  0.18
H: 0.979 2.181 0.554  0.15
N: 0.580 0.577 -0.662  -0.08
O: -0.560 -1.729 1.452  0.17

--- b ---
ORCA calculation (ωB97M-V with the def2-TZVPD basis set) on one molecule with the formula C3H2N2O3.

Properties
**LUMO level**: -0.82 eV
**HOMO level**: -11.73 eV
**HOMO-LUMO gap**: 10.914 eV
**SMILES**: O=C(O)c1cnon1

Last column: Löwdin charge in e.
Atoms and positions in Å:
N: -2.306 0.555 -0.007  0.08
C: -1.080 1.004 0.159  -0.07
O: 2.172 -1.100 0.206  0.09
C: 1.424 0.057 -0.236  -0.33
N: -0.763 -1.141 -0.344  0.16
O: 2.004 1.138 -0.446  0.10
O: -2.170 -0.778 -0.287  -0.08
C: -0.088 -0.075 -0.018  -0.20
H: -0.609 2.006 0.683  0.19
H: 1.417 -1.668 0.290  0.06

The structure with the greatest stability is a.

--- a ---
ORCA calculation (ωB97M-V with the def2-TZVPD basis set) on a 2-piece molecular cluster, C3H2N2O3 overall.

Properties
**LUMO level**: -2.64 eV
**HOMO level**: -9.67 eV
**HOMO-LUMO gap**: 7.030 eV

Last column: Löwdin charge in e.
Atoms and positions in Å:
C: -0.324 0.333 -0.434  -0.27
O: 1.662 -1.550 1.591  0.14
N: -0.516 -0.920 1.420  0.14
H: -0.238 3.342 -2.093  0.37
N: -1.164 -0.146 0.593  0.10
H: -2.092 1.426 -1.126  0.15
C: -0.980 1.294 -1.173  -0.21
C: 0.802 -1.037 0.902  -0.50
O: -0.341 1.777 -2.184  -0.08
O: 0.817 -0.332 -0.238  0.16

--- b ---
ORCA calculation (ωB97M-V with the def2-TZVPD basis set) on one molecule with the formula C3H2N2O3.

Properties
**LUMO level**: -0.96 eV
**HOMO level**: -11.26 eV
**HOMO-LUMO gap**: 10.297 eV
**SMILES**: N#C/C(=N\O)C(=O)O

Last column: Löwdin charge in e.
Atoms and positions in Å:
O: 0.650 0.281 2.081  0.15
O: 1.522 1.565 0.595  0.13
C: -0.083 -0.156 -0.177  -0.18
N: 0.493 -0.084 -1.300  0.09
H: 0.296 -0.460 -3.143  0.08
O: -0.273 -0.587 -2.401  0.01
H: 1.444 1.829 -0.370  0.15
N: -2.312 -1.274 0.613  0.20
C: -1.344 -0.738 0.262  -0.11
C: 0.727 0.573 0.936  -0.51

The structure with the greatest stability is b.